{"formula": "C15H24NO5PPtS2Se2Te", "method": "the ωB97M-V functional and the def2-TZVPD basis", "elements": ["Pt", "C", "Se", "C", "C", "Se", "C", "H", "H", "H", "H", "H", "H", "H", "H", "H", "H", "C", "C", "O", "P", "O", "Te", "O", "C", "C", "H", "H", "H", "H", "H", "H", "H", "H", "H", "H", "O", "S", "O", "N", "C", "S", "C", "C", "C", "C", "C", "C", "H", "H", "H", "H"], "positions_angstrom": [[0.29217, -0.46108, 0.71874], [3.25534, -2.17648, -0.18830], [1.36657, -2.57913, -0.07941], [1.40629, -3.56071, 1.60405], [1.56100, -2.67728, 2.82307], [-0.00995, -1.55670, 3.01162], [0.70374, -0.28145, 4.27968], [3.76866, -3.12092, -0.35034], [3.60032, -1.69122, 0.71971], [3.40179, -1.51894, -1.04117], [2.23322, -4.26691, 1.52671], [0.48055, -4.13601, 1.62500], [2.41959, -2.00960, 2.75317], [1.65451, -3.28131, 3.72596], [0.93771, -0.81702, 5.19646], [-0.07767, 0.45074, 4.46516], [1.58488, 0.19245, 3.85821], [-0.10571, 0.43717, -3.73405], [-1.41811, -0.18914, -3.35927], [-1.24617, -0.84879, -2.05599], [-2.39848, -1.14160, -1.04909], [-1.89158, -1.62927, 0.24227], [-3.71261, 0.96773, -0.71845], [-3.53860, -1.88150, -1.79106], [-3.45926, -3.28061, -2.31215], [-3.56623, -4.27791, -1.19396], [-0.20865, 0.93917, -4.69601], [0.66875, -0.32298, -3.83090], [0.19738, 1.17193, -2.99007], [-1.74461, -0.95807, -4.05694], [-2.20884, 0.56177, -3.27438], [-2.52785, -3.35489, -2.87244], [-4.29791, -3.32774, -2.99950], [-2.75605, -4.17550, -0.47294], [-3.51210, -5.27766, -1.62683], [-4.51677, -4.18469, -0.67210], [-1.22320, 2.13779, -0.80807], [-0.97293, 2.68057, 0.54092], [-2.16752, 2.93656, 1.29675], [0.02963, 1.63475, 1.31415], [1.30887, 2.04978, 1.17647], [2.51431, 0.92189, 1.26263], [1.41466, 3.48195, 0.82711], [2.52381, 4.30572, 0.82883], [2.34320, 5.63834, 0.46973], [1.08959, 6.12513, 0.11024], [-0.03077, 5.29638, 0.09538], [0.17614, 3.98433, 0.45892], [3.49615, 3.92563, 1.11272], [3.19005, 6.31013, 0.47442], [0.97906, 7.16576, -0.16195], [-1.00633, 5.66948, -0.18268]], "forces_ev_per_a": [[0.94, -0.26, 0.80], [0.03, 0.01, 0.00], [-0.39, 0.11, -0.21], [0.05, -0.11, 0.04], [0.11, -0.06, 0.03], [-0.21, 0.20, -0.09], [-0.02, 0.00, 0.01], [0.06, 0.03, 0.00], [0.02, -0.01, 0.01], [0.00, 0.00, 0.00], [-0.01, 0.01, -0.02], [0.00, 0.00, 0.06], [0.04, -0.06, 0.00], [-0.02, 0.00, -0.01], [0.00, 0.02, 0.01], [0.01, 0.01, 0.00], [0.02, 0.01, 0.02], [0.07, -0.03, -0.06], [-0.06, -0.11, 0.05], [0.17, 0.21, 0.07], [-0.17, 0.26, -0.56], [0.11, -0.01, 0.18], [0.01, 0.12, 0.10], [-0.21, -0.28, 0.06], [0.02, 0.19, 0.02], [-0.01, -0.08, 0.01], [-0.01, 0.00, 0.00], [0.00, 0.00, 0.00], [-0.02, 0.01, 0.02], [0.02, 0.02, -0.05], [0.00, 0.00, 0.05], [0.01, -0.04, 0.01], [0.01, -0.02, -0.01], [0.03, 0.02, -0.03], [-0.02, -0.01, 0.02], [-0.01, 0.01, -0.01], [0.02, 0.06, 0.33], [-0.74, -0.19, -0.15], [0.23, -0.02, -0.09], [0.20, -0.38, -0.76], [-0.53, 0.54, 0.10], [0.08, -0.36, -0.04], [0.15, -0.18, 0.13], [0.05, 0.05, -0.03], [-0.03, -0.04, 0.00], [-0.02, 0.00, 0.00], [0.12, -0.01, 0.01], [-0.10, 0.33, -0.02], [0.01, 0.01, 0.00], [0.01, 0.01, 0.00], [0.02, 0.01, 0.00], [-0.01, 0.00, 0.00]], "largest_force_ha_per_bohr": 0.0246, "total_charge": 2, "de_lowest_kcal_mol": 0.0, "multiplicity": 5, "s2": 6.017, "lumo_energy_ev": [-6.1428, -9.0640], "total_energy_ha": -7344.30454}

***

{"formula": "C5H15NOSi2", "method": "the ωB97M-V functional and the def2-TZVPD basis", "elements": ["C", "C", "C", "C", "C", "N", "O", "Si", "Si", "H", "H", "H", "H", "H", "H", "H", "H", "H", "H", "H", "H", "H", "H", "H"], "positions_angstrom": [[-0.14864, 1.86380, 3.62868], [-0.68702, 1.47045, 2.48718], [0.89675, 0.32575, -2.32707], [-1.35022, 0.78606, -2.14727], [-2.01203, -1.61574, 0.34774], [-0.26450, 0.14259, -1.54447], [1.06529, -1.37655, 0.40970], [2.71853, -1.42303, 0.60123], [-0.37509, -0.70291, 0.00944], [-0.21408, 2.84987, 4.08847], [0.82110, 1.39543, 4.00710], [-1.59090, 1.75759, 2.05723], [0.80631, -0.00313, -3.48083], [1.27569, 1.38726, -2.26603], [1.71202, -0.26464, -1.97498], [-1.33009, 0.62574, -3.21022], [-2.32487, 0.55259, -1.63300], [-1.22360, 1.93825, -1.96643], [-2.94679, -1.23172, -0.15372], [-1.91957, -2.71510, 0.01868], [-2.18460, -1.51532, 1.40908], [2.82973, -2.35326, 1.64719], [3.18177, -0.05759, 0.73855], [3.26481, -1.83640, -0.74624]], "forces_ev_per_a": [[2.56, -0.49, -0.80], [0.91, 0.35, 3.04], [1.28, 0.42, -2.03], [-1.61, 2.93, 1.64], [-0.19, -1.61, -1.70], [0.44, -2.34, 0.60], [-0.09, -0.56, -0.44], [-1.65, 0.50, -2.42], [-0.26, 2.21, -0.20], [-0.84, 0.03, -0.03], [-1.40, 0.09, -0.45], [-1.24, 0.32, -1.27], [-0.19, 0.87, 2.33], [-0.48, -0.69, -0.45], [0.62, -0.57, 0.43], [-0.55, -0.19, -0.55], [0.83, -0.03, -0.86], [-0.36, -1.53, -0.60], [1.22, -0.07, 0.27], [-0.25, 1.31, 0.77], [0.03, -0.34, 0.35], [0.78, -0.82, 1.14], [0.37, 0.42, 0.56], [0.09, -0.20, 0.67]], "largest_force_ha_per_bohr": 0.0725, "de_lowest_kcal_mol": 0.0, "multiplicity": 3, "s2": 2.016, "lumo_energy_ev": [0.8832, -0.6385], "total_energy_ha": -908.33740}

***

{"formula": "C4H2N2", "method": "the ωB97M-V functional and the def2-TZVPD basis", "elements": ["C", "C", "C", "C", "N", "N", "H", "H"], "positions_angstrom": [[0.38628, -2.33165, -0.08319], [-0.95063, 2.07557, -0.85055], [0.58265, -1.29740, 0.49568], [0.88215, 0.86240, 1.64051], [-0.71718, 0.96502, -0.93174], [0.76135, -0.18636, 1.13426], [0.21496, -3.19693, -0.64367], [-1.15959, 3.10936, -0.76131]], "forces_ev_per_a": [[0.27, 1.20, 0.61], [-0.12, 0.50, 0.01], [-0.34, -1.77, -0.86], [0.08, -0.05, 0.13], [-0.03, -0.63, -0.33], [0.31, 1.09, 0.74], [-0.11, -0.65, -0.33], [-0.06, 0.32, 0.03]], "largest_force_ha_per_bohr": 0.0388, "de_lowest_kcal_mol": 67.9, "lumo_energy_ev": 0.9365, "total_energy_ha": -262.97691}

***

{"formula": "C26H21N3O3RuS2", "method": "the ωB97M-V functional and the def2-TZVPD basis", "elements": ["Ru", "N", "C", "C", "C", "C", "C", "C", "C", "C", "C", "C", "C", "C", "N", "C", "C", "C", "C", "N", "H", "H", "H", "H", "H", "H", "H", "H", "H", "H", "S", "C", "C", "C", "C", "C", "C", "S", "H", "H", "H", "H", "C", "C", "C", "O", "C", "O", "O", "H", "H", "H", "H", "H", "H", "H"], "positions_angstrom": [[-0.76747, 0.61519, -0.06953], [7.16631, -5.44514, -0.21358], [6.32198, -4.66563, -0.19031], [5.27073, -3.69383, -0.16475], [5.54892, -2.36216, -0.47050], [4.52988, -1.42893, -0.44900], [3.23207, -1.81096, -0.11796], [2.95862, -3.13878, 0.19188], [3.97198, -4.08038, 0.16189], [2.14672, -0.79654, -0.11439], [1.71427, -0.32032, 1.12367], [2.33345, -0.56762, 2.37467], [1.71381, 0.25419, 3.28997], [0.72175, 0.96022, 2.58609], [0.70964, 0.63044, 1.29797], [1.71249, -0.31124, -1.34584], [2.27034, -0.54678, -2.62849], [1.63394, 0.30977, -3.50021], [0.67241, 1.01483, -2.75203], [0.70957, 0.65137, -1.47542], [6.55754, -2.06897, -0.72786], [4.73088, -0.39079, -0.68008], [1.94844, -3.43247, 0.44629], [3.76515, -5.11787, 0.38609], [3.16328, -1.23530, 2.54262], [1.93191, 0.35037, 4.34097], [0.03570, 1.69451, 2.97951], [3.06202, -1.24326, -2.85132], [1.81661, 0.42713, -4.55570], [-0.01587, 1.76887, -3.09451], [-2.05728, 2.29061, 1.21093], [-2.57128, 1.41539, 2.60547], [-3.10845, 2.13102, 3.68924], [-3.58689, 1.47068, 4.79505], [-3.54180, 0.06673, 4.85871], [-3.01268, -0.65030, 3.82029], [-2.51534, 0.00475, 2.67177], [-1.94905, -0.95706, 1.37483], [-3.13333, 3.21100, 3.62459], [-3.99982, 2.03453, 5.62082], [-3.92549, -0.45402, 5.72560], [-2.96754, -1.73117, 3.85641], [-4.28216, 2.51689, -2.35503], [-2.97180, 1.84592, -2.73307], [-2.79996, 1.76652, -4.24673], [-1.85391, 2.54710, -2.18367], [-3.02378, 0.34034, -2.22940], [-3.94035, -0.34304, -2.64322], [-2.04318, -0.05841, -1.49975], [-4.36209, 3.50182, -2.82431], [-4.35393, 2.63059, -1.27035], [-5.10714, 1.89362, -2.69118], [-2.68939, 2.76901, -4.66614], [-3.67328, 1.28231, -4.67759], [-1.91687, 1.17851, -4.50035], [-2.18027, 3.27675, -1.65306]], "forces_ev_per_a": [[-4.54, -0.11, 1.13], [-0.05, 0.05, 0.01], [0.21, -0.21, -0.02], [-0.24, 0.21, -0.01], [0.03, -0.06, 0.00], [-0.08, 0.01, 0.03], [0.12, -0.01, -0.08], [-0.01, 0.05, 0.00], [0.08, -0.05, 0.00], [-0.09, 0.22, 0.25], [0.25, -0.17, -0.05], [-0.07, 0.13, 0.11], [0.14, -0.16, 0.05], [-0.06, 0.25, -0.16], [0.67, -0.07, 0.39], [0.17, -0.06, -0.30], [-0.06, 0.02, 0.29], [-0.12, 0.08, 0.03], [-0.01, 0.08, -0.42], [0.64, -0.38, 0.90], [0.00, -0.01, 0.02], [0.03, -0.01, -0.02], [0.00, 0.00, 0.00], [0.00, 0.01, 0.02], [-0.01, 0.00, 0.00], [0.01, 0.03, -0.02], [-0.02, -0.07, -0.02], [-0.01, -0.01, 0.01], [-0.01, 0.01, 0.01], [-0.06, -0.06, 0.04], [1.17, -1.98, -1.18], [0.22, -0.05, -0.20], [-0.10, 0.00, 0.32], [0.06, 0.18, -0.18], [0.00, -0.12, -0.09], [0.03, 0.03, 0.12], [0.27, 0.00, 0.14], [1.10, 1.84, -1.57], [-0.03, 0.02, 0.08], [-0.01, 0.00, -0.01], [0.00, 0.04, 0.02], [0.02, 0.00, 0.03], [0.11, 0.11, -0.03], [-0.38, -0.89, 0.13], [0.01, 0.14, 0.06], [0.16, -0.08, 0.21], [-0.03, 1.19, -0.65], [0.23, -0.08, 0.27], [0.35, -0.10, 0.26], [0.01, -0.02, 0.02], [-0.03, -0.01, 0.02], [-0.03, 0.02, 0.02], [-0.02, -0.02, 0.03], [0.04, -0.03, -0.05], [0.01, 0.01, -0.04], [-0.06, 0.10, 0.07]], "largest_force_ha_per_bohr": 0.0911, "de_lowest_kcal_mol": 59.2, "lumo_energy_ev": [-2.9234, -2.9170], "total_energy_ha": -2284.58975}

***

Question: Number 4 is which compound?
Answer: C26H21N3O3RuS2